# C13H17IMnN2O3S

A molecular structure, C13H17IMnN2O3S at a distorted geometry (ωB97M-V with the def2-TZVPD basis set, the Open Molecules 2025 dataset).

## Properties
* lowest unoccupied orbital energy (alpha / beta): -10.004 / -12.570 eV
* charge: +2
* spin multiplicity: 4
* HOMO energy (alpha / beta): -15.663 / -15.782 eV
* ⟨S²⟩: 4.198
* gap between HOMO and LUMO (alpha / beta): 5.66 / 3.21 eV

Last column: Mulliken spin population.
Cartesian coordinates (Å):
C 3.14 1.56 0.63  0.00
C 2.69 2.20 -0.61  0.00
H 2.51 2.00 1.41  0.00
H 4.22 1.63 0.79  0.00
H 2.89 0.50 0.62  0.00
H 1.85 1.72 -1.15  -0.01
H 2.26 3.17 -0.30  0.00
H 3.58 2.33 -1.22  0.00
C -0.11 -1.01 2.49  0.18
C -0.89 -1.43 3.56  0.18
C -2.28 -1.47 3.45  -0.02
C -2.83 -1.10 2.22  0.12
H 0.96 -0.96 2.54  0.01
H -0.43 -1.66 4.50  0.00
H -2.97 -1.78 4.25  0.00
H -3.90 -1.06 2.02  0.00
N -0.64 -0.61 1.32  -0.12
C -1.99 -0.70 1.16  0.14
C -2.47 -0.21 -0.12  0.11
N -1.49 0.30 -0.91  -0.09
C -1.74 0.72 -2.15  0.14
C -4.09 0.30 -1.84  -0.02
C -3.03 0.72 -2.65  0.14
H -0.88 1.05 -2.69  0.00
H -3.23 1.08 -3.64  0.00
C -3.79 -0.15 -0.55  0.11
H -4.54 -0.47 0.17  0.00
H -5.13 0.27 -2.17  0.00
Mn 0.12 0.52 -0.06  2.54
I -0.64 2.96 1.28  -0.48
C 3.66 -1.05 -1.91  0.00
S 2.11 -1.61 -1.15  0.00
O 1.81 -2.88 -1.78  0.00
O 2.25 -1.56 0.32  0.00
O 1.05 -0.55 -1.54  0.04
H 4.42 -1.86 -1.97  0.00
H 4.13 -0.19 -1.39  0.00
H 3.41 -0.72 -2.94  0.00

# C13H17IN2Tc

A molecular structure, C13H17IN2Tc at a distorted geometry (ωB97M-V with the def2-TZVPD basis set, the Open Molecules 2025 dataset).

## Properties
* lowest unoccupied orbital energy (alpha / beta): -9.720 / -10.587 eV
* charge: +2
* spin multiplicity: 4
* HOMO energy (alpha / beta): -15.868 / -15.871 eV
* ⟨S²⟩: 3.835
* gap between HOMO and LUMO (alpha / beta): 6.15 / 5.28 eV

Last column: Mulliken spin population.
Cartesian coordinates (Å):
C -1.40 -0.81 -2.91  -0.06
C -2.01 1.44 -0.88  0.02
H -0.79 -0.48 -3.76  -0.01
H -2.35 -0.26 -2.93  0.05
H -1.79 -1.77 -3.26  0.04
H -1.59 2.45 -0.87  0.00
H -2.63 1.48 -1.79  0.02
H -2.73 1.34 -0.05  0.03
C 2.30 -1.32 -1.47  0.00
C 3.62 -1.64 -1.15  0.00
C 4.29 -0.93 -0.16  0.01
C 3.60 0.08 0.48  0.00
H 1.78 -1.86 -2.26  0.00
H 4.11 -2.47 -1.68  0.00
H 5.31 -1.15 0.13  0.00
H 4.04 0.67 1.28  0.00
N 1.58 -0.37 -0.80  0.02
C 2.27 0.36 0.13  0.01
C 1.53 1.45 0.79  -0.01
N 0.21 1.54 0.50  -0.04
C -0.51 2.44 1.22  0.00
C 1.39 3.32 2.38  0.00
C 0.03 3.37 2.10  0.00
H -1.60 2.51 1.09  0.00
H -0.68 4.09 2.53  0.00
C 2.14 2.33 1.73  0.00
H 3.21 2.22 1.92  0.00
H 1.85 4.02 3.08  0.00
Tc -0.68 -0.10 -1.07  2.28
I -0.81 -2.90 -1.12  0.71
C -1.33 -0.79 0.79  -0.11
H -1.76 0.06 1.34  0.01
H -0.47 -1.15 1.38  0.01
H -2.08 -1.60 0.80  0.01

no.,molar mass (g/mol)
1,463.199
2,426.197